[1]
DFT (ωB97M-V/def2-TZVPD) results for 2 unconnected molecules or ions with the total composition C6H6N4O3 in a non-equilibrium geometry.

XYZ file:
```
19
Properties=species:S:1:pos:R:3:forces:R:3:nbo_charge:R:1
C -0.48906 1.80186 -0.33819 -0.83 -0.35 0.68 0.02
C -2.36209 1.03428 0.80123 1.92 -1.11 1.19 0.22
C 0.18198 0.58818 -0.22869 -0.79 1.93 0.42 0.06
C -0.54808 -0.34362 0.48476 -1.66 -1.76 1.82 0.33
C 2.23667 3.33447 -1.32413 0.22 0.26 -0.07 0.48
C -0.08292 -2.71245 0.37709 2.63 1.89 1.64 0.83
N -1.68782 1.96654 0.22897 -0.08 3.02 -2.32 -0.46
N -1.73340 -0.12567 1.07092 -1.21 -0.25 -1.03 -0.44
N 1.52344 0.50196 -0.45115 2.09 -1.71 -1.71 -0.80
N 0.01151 -1.55242 0.89162 1.28 -1.11 0.33 -0.57
O 2.22763 4.11253 -0.51594 0.04 0.15 0.03 -0.47
O -0.66501 -2.84415 -0.76822 -2.53 -3.27 -2.87 -0.68
O 0.77314 -3.70888 0.87586 -2.39 0.60 -1.57 -0.68
H -0.06914 2.68779 -0.82397 -0.07 -0.43 0.21 0.18
H -3.32850 1.32881 1.21781 0.21 -0.70 0.01 0.19
H 1.93390 1.24720 -1.02308 -0.55 -0.53 0.33 0.38
H 1.84691 -0.41446 -0.83454 -0.40 1.08 0.68 0.38
H -1.08323 -3.73848 -1.07718 1.53 2.12 1.36 0.52
H 1.31407 -3.16347 1.43681 0.60 0.18 0.87 0.50
```
Positions in Å, forces in eV/Å.

Computed properties:
**LUMO level**: 0.29 eV
**Molecular weight**: 182.1 g/mol
**HOMO-LUMO gap**: 0.3202 hartree
**Energy above the lowest of the compared OMol25 structures with the same formula, charge and spin**: 0.0 kJ/mol


[2]
DFT (ωB97M-V/def2-TZVPD) results for a molecular structure, C6H6NO2P2 in a non-equilibrium geometry.

XYZ file:
```
17
Properties=species:S:1:pos:R:3:forces:R:3:nbo_charge:R:1
C 1.28753 -0.26285 -0.58906 0.93 -0.96 -1.31 -0.22
C 1.25703 -1.44293 -1.51644 3.21 0.24 -0.08 -0.59
C 0.17924 0.13690 -0.03981 -2.43 1.58 2.58 -0.05
C -1.27413 -0.29899 -0.16553 1.58 -1.41 0.18 -0.04
C 0.24469 -1.76563 -2.26285 -2.08 -0.43 -1.11 0.74
C 0.20730 1.34731 0.87915 -0.78 0.38 1.03 -0.63
N -3.71709 -2.38282 -1.01164 2.09 2.31 -1.39 -1.31
O -1.65137 -1.36715 0.53881 0.09 0.69 -0.32 -0.77
O -0.66025 -2.08678 -2.92467 1.05 0.08 0.46 -0.43
P -3.50317 -1.25715 0.07531 0.64 0.66 -0.34 0.91
P -2.42936 0.44078 -1.12900 -0.92 0.04 0.02 -0.04
H 2.16590 0.41847 -0.42965 -0.49 -1.35 -0.31 0.21
H 2.20005 -1.99971 -1.84754 -1.35 0.84 0.74 0.25
H -0.08055 2.17538 0.23818 0.45 0.61 0.05 0.22
H 1.16181 1.49306 1.44225 -0.58 0.04 -0.73 0.20
H -0.64264 1.37496 1.63582 1.07 -0.57 -0.79 0.22
H -4.31625 -3.02943 -0.67170 -2.49 -2.75 1.33 0.33
```
Positions in Å, forces in eV/Å.

Computed properties:
**LUMO level**: 3.43 eV
**Molecular weight**: 186.1 g/mol
**HOMO-LUMO gap**: 0.2446 hartree
**Charge**: -1
**Energy above the lowest of the compared OMol25 structures with the same formula, charge and spin**: 224.3 kJ/mol


| no. | E_HOMO (eV) | total energy (eV) |
| --- | --- | --- |
| 1 | -8.43 | -18420.61415 |
| 2 | -3.23 | -30480.00841 |